No. 1
Molecular formula: C37H38F6N3
Method: DFT, wB97M-V/def2-TZVPD

Values from the calculation:
E: -2195.92978 Eh
Charge: +1

Each line ends with the Löwdin charge.
Element x y z (Å)
C: 4.58612 1.28028 -3.17073  -0.1626
C: 3.11611 1.17739 -2.77775  -0.1486
C: 2.73113 2.13410 -1.69746  -0.1333
C: 3.72888 2.72560 -0.86891  -0.0842
C: 3.32717 3.64210 0.15063  -0.1376
C: 1.98574 3.91412 0.32764  0.0226
C: 0.96715 3.30347 -0.46431  -0.2206
C: -0.39454 3.57113 -0.12974  0.0254
C: -1.56103 2.95951 -0.58842  -0.2412
C: -2.87015 3.34631 -0.10180  -0.0339
C: -3.85445 2.60870 -0.77810  -0.0712
C: -3.19443 1.73798 -1.70981  -0.0625
C: -1.80017 1.86490 -1.54012  -0.1042
C: 1.39694 2.44903 -1.51087  0.0245
C: 4.35266 4.29757 1.02373  -0.1463
C: 5.76420 4.23625 0.44924  -0.1631
C: 6.06446 2.86650 -0.12663  -0.1586
N: 5.04748 2.44080 -1.06445  -0.0763
C: 5.46634 1.36907 -1.94039  -0.1598
H: 4.87906 0.40932 -3.76045  0.1179
H: 4.73409 2.17110 -3.79098  0.1258
H: 2.49094 1.35777 -3.65984  0.1226
H: 2.90138 0.14861 -2.44822  0.1254
H: 1.68320 4.61756 1.10759  0.1277
H: -0.53904 4.35210 0.62187  0.1266
H: -3.01555 4.11185 0.65560  0.1089
H: -4.93031 2.68379 -0.64178  0.0977
H: -3.69865 1.06651 -2.40467  0.1074
H: -1.07752 1.53477 -2.28229  0.0823
H: 0.67676 2.04627 -2.21448  0.0985
H: 4.06874 5.34427 1.18333  0.1233
H: 4.34452 3.81968 2.01558  0.1260
H: 5.86967 4.99355 -0.33450  0.1245
H: 6.49414 4.45996 1.22928  0.1179
H: 7.01830 2.87343 -0.66667  0.1250
H: 6.15406 2.12809 0.69069  0.1376
H: 5.44503 0.40656 -1.39563  0.1384
H: 6.50786 1.56524 -2.22023  0.1253
C: -6.03448 -4.31329 -2.02406  -0.0428
N: -4.73708 -4.14466 -2.64085  -0.1187
C: -4.47166 -5.01225 -3.78125  -0.0378
C: -3.82562 -6.27189 -3.28605  -0.5268
F: -3.55482 -7.18213 -4.25885  0.1389
F: -2.64312 -5.96459 -2.64707  0.1146
F: -4.62620 -6.87863 -2.34463  0.1157
C: -3.84950 -3.22017 -2.17752  -0.1935
C: -2.76971 -2.74620 -2.97308  0.0067
C: -1.92221 -1.77429 -2.49233  0.0028
C: -2.01210 -1.32498 -1.14909  -0.2365
C: -1.06348 -0.40931 -0.58689  0.0725
C: -0.58322 -0.61861 0.75708  -0.1885
C: -0.03596 0.47388 1.47945  0.0144
C: 0.49672 0.32670 2.73917  0.0022
C: 0.47342 -0.94110 3.38566  -0.2014
N: 0.75200 -1.06943 4.70627  -0.1166
C: 0.89547 -2.36138 5.33012  -0.0424
C: 0.81899 0.07719 5.60482  -0.0378
C: -0.56909 0.50652 5.97630  -0.5247
F: -0.61483 1.55947 6.83783  0.1362
F: -1.28845 0.85452 4.85490  0.1161
F: -1.24592 -0.54720 6.55130  0.1158
C: 0.05045 -2.07001 2.63631  0.0061
C: -0.52190 -1.90253 1.39125  0.0006
C: -3.07637 -1.82394 -0.34511  -0.0062
C: -3.99268 -2.71674 -0.85441  0.0108
H: -6.44296 -3.33615 -1.72330  0.1024
H: -6.71393 -4.77207 -2.75444  0.1002
H: -5.98695 -4.95576 -1.12687  0.1036
H: -5.43521 -5.27721 -4.23378  0.1469
H: -3.79774 -4.53373 -4.49351  0.1288
H: -2.64232 -3.13178 -3.98314  0.1089
H: -1.12779 -1.38518 -3.12770  0.1273
H: -0.34145 0.07198 -1.24889  0.1059
H: -0.07661 1.46472 1.02745  0.0957
H: 0.93518 1.18550 3.24301  0.1105
H: 1.51458 -3.01978 4.70771  0.0988
H: 1.39207 -2.22784 6.29733  0.0980
H: -0.07735 -2.85411 5.49432  0.1072
H: 1.32227 -0.24945 6.52164  0.1448
H: 1.33193 0.92176 5.13282  0.1348
H: 0.12807 -3.06512 3.07709  0.1077
H: -0.90886 -2.78294 0.87712  0.1241
H: -3.16937 -1.49693 0.69207  0.1339
H: -4.81846 -3.07610 -0.23417  0.1133


No. 2
Molecular formula: C37H38F6O4S
Method: DFT, wB97M-V/def2-TZVPD

Values from the calculation:
E: -2730.96986 Eh
SMILES: CCC[C@]1(O)OS(=O)(=O)CC[C@H]1F.Fc1ccccc1.Fc1ccccc1.Fc1ccccc1.Fc1ccccc1.Fc1ccccc1

Each line ends with the Löwdin charge.
Element x y z (Å)
C: -3.20542 1.09310 -3.68197  -0.0926
C: -2.98337 -0.46752 -3.73483  -0.2105
C: -4.11211 -1.32385 -3.05147  -0.0834
C: -5.57943 -0.96948 -3.47486  -0.4996
O: -6.36596 -2.15765 -3.41390  0.0221
O: -5.60025 -0.47445 -4.82535  -0.1547
S: -7.11101 -0.01263 -5.32110  0.7460
O: -8.03712 -1.12981 -5.61498  -0.2916
O: -6.91181 0.76201 -6.58387  -0.3254
C: -7.76138 1.16834 -4.08634  -0.1783
C: -7.64117 0.49198 -2.66273  -0.1286
C: -6.17862 0.01142 -2.40025  -0.2283
F: -6.22479 -0.72673 -1.19846  -0.0104
H: -2.88721 1.56334 -2.72270  0.0666
H: -2.59363 1.54188 -4.50828  0.0854
H: -4.25625 1.41047 -3.87705  0.0519
H: -2.04754 -0.66094 -3.14058  0.0765
H: -2.74944 -0.79408 -4.77612  0.1127
H: -3.95533 -1.30568 -1.94444  0.1233
H: -3.95297 -2.39522 -3.34644  0.1327
H: -6.19715 -2.58900 -4.26388  0.1146
H: -8.77894 1.54376 -4.32107  0.1222
H: -7.08320 2.06078 -4.12690  0.1181
H: -8.40846 -0.30239 -2.49111  0.1361
H: -7.86114 1.28210 -1.89659  0.1266
H: -5.46494 0.84458 -2.19188  0.1550
F: -1.03463 -0.81812 -1.74559  0.0123
C: -0.64345 -1.34831 -0.56372  -0.2732
C: 0.56999 -2.00746 -0.48753  -0.0117
C: 0.97564 -2.54553 0.72695  -0.0799
C: 0.15718 -2.42724 1.84626  -0.0767
C: -1.06288 -1.76664 1.75315  -0.0738
C: -1.46475 -1.21787 0.54167  -0.0165
H: 1.18946 -2.09585 -1.37223  0.1213
H: 1.92418 -3.05537 0.80056  0.0852
H: 0.47246 -2.85078 2.79242  0.1049
H: -1.70110 -1.67871 2.62410  0.0961
H: -2.40759 -0.69161 0.45178  0.1151
F: 3.71468 -2.59877 0.62195  0.0273
C: 4.58832 -1.57209 0.55968  -0.2725
C: 5.94281 -1.83791 0.46711  -0.0141
C: 6.83996 -0.77912 0.39764  -0.0771
C: 6.37114 0.53082 0.43223  -0.0909
C: 5.00732 0.78227 0.53009  -0.0770
C: 4.10816 -0.27497 0.58898  -0.0166
H: 6.28784 -2.86425 0.44957  0.1172
H: 7.90214 -0.97367 0.31781  0.1013
H: 7.07125 1.35650 0.38285  0.0985
H: 4.64380 1.80205 0.56089  0.1065
H: 3.04131 -0.09862 0.65700  0.1118
F: 9.81930 0.65482 1.61137  0.0524
C: 9.58972 1.64203 2.49481  -0.2964
C: 9.08791 1.32958 3.74604  -0.0174
C: 8.85487 2.34999 4.65928  -0.0813
C: 9.11588 3.67004 4.30805  -0.0972
C: 9.61506 3.97032 3.04622  -0.0839
C: 9.85906 2.95072 2.13465  -0.0216
H: 8.88309 0.29673 3.99857  0.1175
H: 8.46940 2.11647 5.64381  0.1051
H: 8.92952 4.46502 5.02007  0.1008
H: 9.81434 4.99875 2.77177  0.1046
H: 10.25584 3.16514 1.15016  0.1164
F: -1.23775 -2.25515 6.76015  0.0593
C: -2.37805 -2.82073 6.32886  -0.2918
C: -3.24208 -2.08531 5.53665  -0.0290
C: -4.41835 -2.67174 5.08649  -0.0839
C: -4.72139 -3.98157 5.44222  -0.0966
C: -3.84664 -4.70726 6.24279  -0.0826
C: -2.66455 -4.12655 6.68530  -0.0185
H: -2.99284 -1.06380 5.27682  0.1151
H: -5.09827 -2.10828 4.45964  0.1048
H: -5.64093 -4.43637 5.09409  0.1012
H: -4.08517 -5.72582 6.52262  0.1049
H: -1.96739 -4.67938 7.30224  0.1166
F: -1.51534 4.04767 -1.80250  0.0556
C: -0.28291 3.67603 -2.19232  -0.2882
C: 0.17129 2.40649 -1.88268  -0.0189
C: 1.44210 2.02032 -2.28936  -0.0775
C: 2.24709 2.91118 -2.99135  -0.0955
C: 1.77981 4.18577 -3.29176  -0.0835
C: 0.50489 4.57039 -2.89516  -0.0181
H: -0.46646 1.72917 -1.32827  0.1035
H: 1.80501 1.02584 -2.05873  0.0988
H: 3.23980 2.61025 -3.30437  0.1009
H: 2.40846 4.88037 -3.83497  0.1043
H: 0.12103 5.55575 -3.12774  0.1166


F_max
In order: 2.37; 6.62
Unit: eV/Å
Gap between HOMO and LUMO
In order: 5.3; 9.9
Unit: eV